A molecular structure, CH3O4Si in a non-equilibrium geometry. Source: OMol25; level of theory: ωB97M-V/def2-TZVPD.

Geometry (Å):
C -1.549 1.264 0.244
O -1.226 -1.666 -0.249
O -1.466 2.026 -0.651
O 0.116 0.702 0.752
O 2.457 -0.233 -0.495
Si 1.513 0.818 0.030
H -0.371 -1.645 0.273
H -1.488 -0.741 -0.360
H 1.997 2.322 -0.219

Values from the calculation:
- relative energy (zero: lowest compared OMol25 entry of this formula, charge and spin) (kcal/mol) = 54.20
- frontier orbital gap (eV) = 9.280
- multiplicity = 1
- max |F| (eV Å⁻¹) = 2.9
- total charge = -1
- E_HOMO (eV) = -5.157